Here is a 10-piece molecular cluster, C9H34IN4O10 overall from the OMol25 dataset. Energies are from the ωB97M-V functional and the def2-TZVPD basis.

Geometry as XYZ:
```
58
Properties=species:S:1:pos:R:3:forces:R:3
C -3.008088 0.519560 -0.802876 0.1 0.0 -0.6
C -2.064744 -0.142194 -1.135757 0.2 0.2 0.2
C -0.865457 -0.863744 -1.582990 -0.6 -0.2 0.0
C -0.674689 -0.573212 -3.110670 0.2 -0.3 -0.1
I -0.944303 -2.374442 -4.277853 -0.1 0.1 0.2
N 0.636457 0.009526 -3.534821 0.2 0.1 0.4
C 1.459493 0.296435 -2.455317 0.1 -0.7 0.1
N 2.037912 1.438927 -2.327736 -0.2 0.1 -0.2
O 1.915398 2.407432 -3.281753 0.1 0.0 0.3
N 1.656274 -0.648832 -1.441474 -0.8 0.2 -0.4
C 0.359070 -0.610203 -0.654017 -0.1 0.6 0.5
C 0.289253 0.695009 0.157148 0.3 -0.2 0.1
C -0.135571 0.429702 1.605847 0.3 0.5 0.0
C 0.021909 1.696695 2.442397 0.2 0.1 -0.3
N -0.627833 2.841519 1.777248 0.2 -0.2 0.4
H -3.840989 1.176428 -0.701622 0.0 0.0 0.3
H -1.116142 -1.919794 -1.487905 0.2 0.0 0.0
H -1.456783 0.097930 -3.444508 0.1 0.0 -0.1
H 1.145652 -0.663354 -4.108126 -0.1 0.3 -0.4
H 2.646106 1.620056 -1.532283 0.2 0.0 -0.1
H 1.297630 3.067564 -2.923056 0.0 0.0 -0.1
H 1.635214 -1.541716 -1.940412 0.3 -0.1 0.2
H 0.408537 -1.427833 0.062517 0.1 -0.1 -0.1
H -0.336093 1.451109 -0.314402 -0.1 -0.1 0.0
H 1.299991 1.114656 0.220932 0.0 0.0 0.0
H 0.576958 -0.295506 2.008433 -0.3 -0.2 0.1
H -1.151061 0.035318 1.657803 0.0 -0.1 0.0
H 1.092001 1.914141 2.502729 0.0 0.0 0.1
H -0.314076 1.542366 3.470808 -0.2 -0.1 -0.1
H -1.571234 2.574024 1.514654 -0.1 0.1 0.0
H -0.734745 3.603311 2.442498 -0.2 -0.1 -0.1
O -1.330033 -3.385558 0.654464 0.0 0.2 -0.4
H -1.998777 -3.527183 -0.026240 0.0 -0.1 0.1
H -0.548068 -3.846622 0.328734 0.0 -0.2 0.3
O -3.432644 -3.862416 2.790622 0.0 0.0 -0.1
H -4.230285 -3.708027 2.276549 0.0 0.0 0.0
H -2.704549 -3.807852 2.158714 0.0 0.0 0.1
O -1.943045 5.314546 2.412660 0.0 0.2 -0.1
H -1.534469 5.776508 1.671280 0.0 0.0 0.0
H -1.999329 5.987519 3.100586 -0.1 -0.1 0.1
O -3.649571 3.506510 0.269493 0.0 -0.2 0.1
H -3.064790 3.974349 0.876330 -0.1 0.2 0.1
H -4.440427 3.341244 0.795112 0.0 0.1 0.0
O 2.140628 4.237197 1.986248 -0.1 0.0 0.0
H 1.197891 4.058394 1.866420 0.1 0.0 -0.2
H 2.500052 4.285989 1.096664 0.0 0.1 0.0
O 3.195112 -2.269807 1.074382 -0.2 -0.1 0.2
H 2.507105 -2.467985 1.724593 0.0 -0.2 0.0
H 2.760574 -1.720026 0.416469 0.2 0.2 0.0
O 1.122278 -4.285059 2.924407 0.2 0.2 -0.1
H 0.875310 -3.894167 3.769644 -0.1 -0.1 0.0
H 1.837582 -4.892201 3.143700 0.0 0.0 0.0
O -1.185330 -3.051565 -8.048807 0.0 0.0 0.1
H -1.417521 -2.697976 -7.184548 0.0 0.0 -0.1
H -0.491956 -3.697859 -7.882752 0.0 0.0 0.0
O 5.361734 -2.090356 3.340912 -0.1 0.0 0.0
H 4.690461 -2.220880 2.662218 0.1 0.1 -0.2
H 6.146020 -2.527592 2.996709 0.0 0.0 0.0
```
Positions in Å, forces in eV/Å.

Summary:
- frontier orbital gap (eV) = 7.91
- net charge = +1
- energy above the lowest of the compared OMol25 structures with the same formula, charge and spin (eV) = 0.000
- E (a.u.) = -1632.032766
- 2S+1 = 1

Here is C9H35CrNO10Y as an isolated structure in a non-equilibrium geometry from the OMol25 dataset. Energies are from the ωB97M-V functional and the def2-TZVPD basis.

Geometry as XYZ:
```
57
Properties=species:S:1:pos:R:3:forces:R:3
Y -3.776178 -0.888370 0.625105 2.3 0.8 -1.9
Cr -1.019348 1.250300 -1.870605 1.2 -2.1 3.6
C 1.143862 2.485170 2.334715 -1.2 -0.1 -0.5
C 2.028752 1.430000 1.674455 0.3 1.5 2.5
C 2.810712 0.769050 2.878295 -0.3 -2.0 -1.0
C 3.663542 -0.447510 2.439665 0.2 1.7 1.1
C 2.798492 -1.490530 1.831865 -0.8 1.8 -0.3
C 1.998732 -0.890260 0.591255 -0.7 -3.4 0.5
N 1.238072 0.423920 0.968585 0.9 -0.1 -4.1
O 0.416862 0.942250 -0.183535 0.5 -0.5 1.6
C 1.031282 -2.124740 0.290555 0.3 1.1 0.1
C 2.963972 -0.699550 -0.564785 0.6 2.1 -0.9
C 3.071942 2.208530 0.912825 0.8 0.2 -2.8
H 0.507612 1.921480 3.017025 -0.2 0.7 0.4
H 0.549522 3.047310 1.614405 -0.3 -0.3 -0.4
H 1.678732 3.315190 2.796315 0.4 -0.7 0.5
H 2.126162 0.285440 3.575145 -0.4 0.8 0.4
H 3.400112 1.565980 3.331745 -0.2 -0.1 0.1
H 3.977672 -0.861680 3.397725 0.9 0.0 -0.2
H 4.484252 -0.056490 1.838305 0.3 -0.7 0.1
H 2.053832 -1.737120 2.588675 0.0 -0.5 0.0
H 3.393272 -2.363300 1.562415 -0.4 -0.1 -0.4
H 1.587492 -2.818530 -0.339825 0.0 0.1 0.1
H 0.099082 -1.880730 -0.218925 -0.1 0.2 -0.2
H 0.819722 -2.646890 1.223665 -0.3 0.0 -0.1
H 3.138772 -1.439050 -1.346245 -0.8 -0.7 0.5
H 3.982792 -0.492630 -0.237245 -0.1 0.1 0.3
H 2.666532 0.197640 -1.107615 0.1 0.2 -0.2
H 3.544942 3.055640 1.409605 -0.3 -0.4 0.9
H 2.619392 2.706370 0.055245 -0.2 -0.1 -0.3
H 3.879252 1.591440 0.518415 -0.1 0.0 0.1
O -2.239558 -0.021230 -0.953005 -0.5 -0.4 -0.2
H -2.210018 -0.920530 -1.333705 0.9 0.4 -0.7
O -4.757658 -1.338800 -1.634295 0.6 0.1 1.7
H -5.578178 -1.831620 -1.624325 -0.8 -0.7 -0.3
H -4.761878 -0.882670 -2.475815 0.0 0.2 -0.4
O -1.583048 -0.593320 1.734955 -2.1 -0.1 -0.1
H -0.811148 -0.351200 1.223315 0.7 0.2 -0.8
H -1.345458 -0.388520 2.639295 0.0 0.0 0.9
O -1.825078 2.779620 -0.747675 0.2 -0.7 -0.9
H -2.501108 3.368690 -1.082645 -0.4 0.5 -0.3
H -1.594238 3.141160 0.108035 0.8 0.1 0.8
O -4.491578 1.421840 -0.286725 0.4 -1.2 1.1
H -4.714028 1.768340 -1.150835 -0.3 -0.1 -0.4
H -4.958888 1.988830 0.326775 -0.6 0.7 0.4
O -2.298628 -2.763950 0.035415 -1.4 1.2 0.5
H -2.000168 -3.043940 -0.829895 0.3 -0.1 -1.0
H -2.262318 -3.557100 0.570045 0.2 -0.8 0.6
O -0.184948 -0.195100 -3.083745 -0.9 1.2 0.5
H 0.476822 -0.868440 -2.925915 0.8 -0.5 0.7
H -0.357008 -0.243470 -4.024105 -0.1 0.3 -0.9
O -2.428278 1.694870 -3.177275 0.1 0.1 0.1
H -3.178628 1.161630 -3.439685 -0.2 -0.6 -0.3
H -2.626238 2.569260 -3.512665 0.2 1.0 -0.7
O -1.401268 -2.912490 -3.002965 -0.2 0.7 1.0
H -1.797278 -3.781450 -3.068705 0.0 -0.7 -0.4
H -1.450058 -2.558720 -3.891055 0.0 -0.2 -0.5
```
Positions in Å, forces in eV/Å.

Summary:
- frontier orbital gap (spin up / spin down) (eV) = 4.08 / 5.67
- net charge = +5
- <S²> = 6.053
- E (a.u.) = -2251.651005
- 2S+1 = 5

Here is C9H35FeN16O9 as an isolated structure in a non-equilibrium geometry from the OMol25 dataset. Energies are from the ωB97M-V functional and the def2-TZVPD basis.

Geometry as XYZ:
```
70
Properties=species:S:1:pos:R:3:forces:R:3
Fe -2.774208 2.214135 -1.126152 2.2 0.1 -0.6
C 0.001759 0.461046 -0.485636 0.4 0.9 0.6
O -1.048700 1.336083 -0.355920 -1.4 -0.1 -0.6
H 0.830533 0.788008 -1.113584 0.1 0.4 -0.6
H 0.487675 0.427513 0.489486 0.4 -0.4 0.4
H -0.143819 -0.564279 -0.825637 -0.7 -0.2 -0.2
C -1.403534 -3.149458 1.350367 -2.5 2.5 0.3
O -2.184225 -2.347571 1.918657 1.0 -0.5 -0.5
N -0.798667 -2.890309 0.198599 0.7 0.9 -0.5
N -1.230280 -4.370977 1.762093 0.3 -2.6 1.5
H -0.284768 -3.641639 -0.239023 0.0 0.7 -0.7
H -0.856936 -1.920501 -0.077431 0.4 -0.5 -0.6
H -1.872232 -4.661048 2.485876 0.5 -0.4 -0.1
H -0.618940 -4.972099 1.228225 -0.4 -0.4 0.6
C -4.123504 2.249642 1.688487 2.3 1.9 -1.3
O -3.516815 2.616003 0.675795 0.3 1.0 1.3
N -3.852097 2.632781 2.946554 0.7 1.0 1.3
N -5.088296 1.404324 1.613103 -2.7 -2.5 0.6
H -4.572013 2.597777 3.654082 0.1 -0.1 -0.3
H -3.127178 3.305105 3.152913 0.0 -0.1 -0.5
H -5.100361 0.906730 2.491940 -1.0 -0.9 -0.6
H -5.298275 0.989370 0.716534 0.1 -0.2 0.4
C 1.129149 3.099256 2.661335 -0.9 0.0 -1.2
O 1.275628 4.043854 1.956743 0.4 3.4 -2.3
N 2.030291 2.753708 3.512593 4.0 -1.1 3.3
N 0.076611 2.342811 2.596515 -4.4 -2.5 -0.1
H 2.897155 3.252088 3.370256 -0.1 -0.2 0.4
H 2.025102 1.906509 4.062435 -0.1 0.2 -0.2
H -0.015547 1.417489 2.990714 0.6 0.4 0.1
H -0.639428 2.523720 1.907555 0.4 0.3 -0.3
C 3.839693 -0.529778 -2.672407 -0.3 -1.4 -3.4
O 3.389649 -1.385495 -3.430733 -0.5 -0.5 -0.1
N 4.616119 0.443203 -3.083304 2.5 2.1 -1.7
N 3.613936 -0.398195 -1.425654 -1.3 0.1 5.2
H 5.024054 0.363851 -4.003843 -0.1 0.1 0.2
H 5.181574 0.866033 -2.361108 0.2 0.3 -0.6
H 3.926185 0.490273 -1.060650 -0.6 -0.4 0.8
H 3.058124 -1.036479 -0.874511 0.1 0.3 -0.2
C 0.971965 -0.848402 3.914214 1.2 0.8 0.5
O 0.552157 -0.715107 5.023806 0.1 -0.2 2.8
N 2.240406 -1.040832 3.486333 1.3 -0.7 -0.4
N 0.196440 -0.570646 2.898332 -2.1 0.0 -2.2
H 2.245051 -1.278059 2.504597 1.0 0.0 0.4
H 3.065415 -1.122100 4.063264 -0.5 -0.3 -0.1
H -0.753446 -0.384501 3.186722 -0.2 -0.6 -0.8
H 0.492686 -0.831084 1.968548 -0.9 0.3 0.0
C 0.779243 -3.605798 -2.642786 -0.6 0.3 -1.0
O -0.027276 -4.497693 -2.530199 -0.8 -1.3 0.5
N 0.460089 -2.326977 -2.893433 -1.0 1.2 0.4
N 2.110541 -3.674887 -2.642690 1.2 -1.4 1.1
H -0.506594 -2.057157 -3.006603 0.5 0.3 0.1
H 1.291495 -1.763766 -3.001378 -1.0 1.0 -0.6
H 2.506764 -2.746026 -2.624794 1.5 -0.8 -0.8
H 2.553657 -4.518445 -2.977607 0.2 0.4 0.3
C 2.957078 3.600815 -2.259805 -4.0 -1.7 -2.2
O 3.758085 4.104180 -1.586148 3.8 2.2 3.2
N 1.685260 3.301249 -1.949432 -2.3 -0.2 1.7
N 3.142937 3.277251 -3.535987 2.7 -0.6 -3.3
H 1.250090 2.466823 -2.316122 0.0 0.4 -0.1
H 1.286011 3.651356 -1.090294 0.2 -0.2 0.1
H 4.113140 3.320620 -3.813362 -0.2 0.0 -0.2
H 2.515659 2.960012 -4.261227 -0.3 0.2 0.8
C -4.219144 -0.471731 -1.447550 4.5 -3.2 3.5
O -3.932084 0.650477 -1.718503 -1.5 3.4 -1.9
N -3.477975 -1.120133 -0.537323 1.2 -0.4 1.8
N -4.999474 -1.361100 -1.949685 -4.3 0.1 -3.3
H -3.738310 -2.072737 -0.325472 0.7 0.4 0.7
H -2.713464 -0.663519 -0.060756 -0.1 -0.1 0.1
H -4.935670 -2.337557 -1.699548 -0.6 0.5 -0.4
H -5.724143 -0.888007 -2.470379 -0.5 -1.3 -0.5
```
Positions in Å, forces in eV/Å.

Summary:
- frontier orbital gap (spin up / spin down) (eV) = 4.51 / 8.06
- net charge = 0
- energy above the lowest of the compared OMol25 structures with the same formula, charge and spin (eV) = 0.000
- <S²> = 8.757
- E (a.u.) = -3180.994500
- 2S+1 = 6